The following is a quantum chemistry calculation of a molecular structure, C28H30N3O3SSiSn, from the OMol25 dataset.

Last column: Löwdin charge in e.
Positions of all 67 atoms, in Å:
Sn: -0.717 1.598 -0.301  1.42
C: 1.272 1.197 -0.754  -0.32
Si: 2.315 -0.341 -0.177  0.71
C: 1.380 -1.807 -1.124  -0.20
N: -0.059 -1.828 -0.934  -0.22
C: -0.517 -2.715 0.103  -0.16
C: -1.930 -2.335 0.459  -0.25
C: -2.882 -2.243 -0.745  -0.10
C: -2.269 -1.675 -2.066  -0.15
C: -0.803 -2.040 -2.197  -0.16
C: 3.937 0.102 -0.855  -0.28
C: 4.143 0.598 -2.153  -0.09
C: 5.367 1.149 -2.515  -0.07
C: 6.406 1.137 -1.614  -0.08
C: 6.219 0.691 -0.349  -0.06
C: 4.976 0.201 0.030  -0.09
C: 2.307 -0.330 1.697  -0.26
C: 2.178 -1.488 2.494  -0.10
C: 1.615 -1.382 3.757  -0.06
C: 1.058 -0.130 4.185  -0.06
C: 1.229 1.001 3.404  -0.09
C: 1.917 0.879 2.214  -0.15
H: 1.385 1.094 -1.834  0.02
H: 1.736 2.115 -0.452  0.01
H: 1.851 -2.802 -1.146  0.10
H: 1.486 -1.484 -2.140  0.06
H: 0.079 -2.561 1.000  0.11
H: -0.503 -3.780 -0.131  0.14
H: -1.053 -0.799 1.860  0.16
H: -2.329 -3.099 1.132  0.15
H: -3.750 -1.633 -0.540  0.11
H: -3.246 -3.240 -1.030  0.14
H: -2.389 -0.609 -2.253  0.09
H: -2.792 -2.120 -2.892  0.12
H: -0.302 -1.420 -2.962  0.13
H: -0.743 -3.106 -2.395  0.13
H: 3.330 0.605 -2.922  0.11
H: 5.504 1.495 -3.539  0.11
H: 7.365 1.428 -1.852  0.09
H: 7.034 0.815 0.376  0.12
H: 4.926 -0.249 0.965  0.08
H: 2.480 -2.457 2.086  0.11
H: 1.467 -2.259 4.364  0.10
H: 0.440 -0.074 5.099  0.12
H: 0.707 1.948 3.645  0.12
H: 2.027 1.839 1.710  0.11
S: -4.882 2.457 -1.776  1.08
C: -3.808 3.332 -2.798  -0.38
C: -2.531 3.021 -2.552  -0.21
C: -2.385 2.063 -1.532  -0.32
C: -3.555 1.640 -0.969  -0.50
C: -3.627 0.741 0.193  -0.24
C: -4.615 0.377 0.991  -0.01
C: -4.420 -0.716 1.948  -0.05
C: -3.221 -1.237 2.199  -0.03
C: -2.023 -1.049 1.297  -0.20
N: -2.272 0.102 0.320  -0.05
H: -4.236 3.982 -3.564  0.09
H: -1.798 3.436 -3.238  0.12
H: -5.511 0.954 0.965  0.12
H: -5.264 -1.076 2.551  0.12
H: -3.073 -1.971 2.996  0.13
H: -2.203 -0.345 -0.597  0.03
O: -0.066 3.730 0.078  -0.06
N: -0.599 3.660 1.246  -0.47
O: -0.555 4.522 2.017  0.21
O: -1.205 2.488 1.516  -0.11

Its multiplicity is 1. Its energy is -64668.85558 eV. The calculation puts the largest force on an atom at 2.22 eV Å⁻¹. For the HOMO energy, the calculation gives -11.18 eV. Its total charge is +1.